Entry 1:
52
Properties=species:S:1:pos:R:3:forces:R:3:nbo_charge:R:1 method="wB97M-V/def2-TZVPD" smiles="COc1cccc(NC(=O)N2CCC[C@H]2C(=O)NC2CCCCC2)c1" gap_ev=8.991 e_tot_ha=-1130.26053 homo_energy_ev=-8.35 relative_energy_kcal_mol=18.1
C 4.354147 3.741280 -0.384427 0.18 0.17 0.06 -0.25
H 4.328867 4.086627 0.654504 0.01 -0.03 -0.04 0.18
O 3.384191 2.752426 -0.625291 -0.22 -0.34 0.00 -0.49
C 3.457291 1.584362 0.070558 0.01 -0.20 0.12 0.32
C 4.422732 1.286535 1.024778 0.13 0.38 -0.11 -0.34
C 4.380397 0.060175 1.668932 -0.13 -0.11 -0.03 -0.17
C 3.397327 -0.861866 1.382179 0.02 -0.07 0.04 -0.28
C 2.426016 -0.566636 0.422532 0.22 0.41 -0.08 0.17
C 2.464627 0.652975 -0.231836 -0.05 0.20 -0.16 -0.27
H 1.733852 0.904046 -0.979926 -0.05 0.00 -0.04 0.26
N 1.445594 -1.533520 0.184800 0.00 -0.43 0.16 -0.61
C 0.344352 -1.444606 -0.629808 -0.01 -0.20 0.14 0.81
O 0.125019 -0.495230 -1.371330 0.22 0.28 -0.24 -0.69
N -0.523970 -2.483265 -0.539604 -0.10 -0.12 -0.13 -0.44
C -0.309735 -3.787100 0.053901 0.09 -0.32 0.26 -0.22
C -1.104458 -4.719114 -0.859619 0.04 0.10 0.00 -0.40
H -0.515350 -4.949126 -1.748903 0.06 -0.03 0.03 0.20
C -2.320040 -3.874789 -1.231516 0.00 0.00 0.11 -0.42
C -1.808903 -2.433906 -1.240067 -0.32 0.22 -0.14 -0.13
H -1.651949 -2.035022 -2.248083 -0.02 -0.06 0.12 0.23
C -2.768665 -1.493021 -0.466295 0.27 -0.27 -0.49 0.68
O -3.651704 -1.917948 0.253641 -0.24 -0.05 0.32 -0.64
N -2.511327 -0.199258 -0.682729 0.12 0.61 -0.12 -0.64
H -1.656789 0.032124 -1.180172 -0.11 -0.26 0.01 0.44
C -3.150366 0.868404 0.061449 -0.46 0.05 0.30 -0.05
C -3.080532 2.166490 -0.743001 0.10 -0.18 -0.09 -0.40
C -1.651008 2.698317 -0.839586 -0.18 0.23 0.16 -0.40
C -1.050865 2.893664 0.549088 0.21 -0.21 -0.14 -0.40
C -1.071657 1.577317 1.319148 -0.19 0.22 0.20 -0.41
C -2.499520 1.052643 1.439424 0.10 -0.19 -0.14 -0.41
H -2.512397 0.095473 1.964311 -0.09 0.00 0.04 0.22
H -3.101274 1.759716 2.014464 -0.05 0.02 0.07 0.20
H -0.450098 0.849427 0.796309 0.10 -0.07 0.00 0.20
H -0.647736 1.719049 2.315915 0.06 -0.07 -0.01 0.21
H -0.023703 3.252155 0.459518 0.01 0.10 0.04 0.21
H -1.626708 3.645217 1.095597 0.00 0.08 0.03 0.19
H -1.025815 2.002355 -1.401547 0.09 0.00 -0.11 0.20
H -1.655447 3.646676 -1.381046 0.05 -0.05 -0.09 0.21
H -3.484462 1.994684 -1.742670 -0.10 0.02 0.01 0.21
H -3.709014 2.910512 -0.249030 -0.04 0.03 0.00 0.20
H -4.194741 0.565347 0.204269 0.16 0.10 -0.04 0.22
H -3.092182 -3.951535 -0.462538 0.04 0.00 -0.10 0.25
H -2.750962 -4.159590 -2.188388 -0.03 0.02 -0.01 0.22
H -1.373939 -5.650194 -0.366196 0.03 -0.05 0.00 0.22
H -0.711305 -3.813838 1.075253 0.11 -0.06 -0.03 0.20
H 0.749321 -4.053042 0.071496 -0.04 0.04 0.04 0.20
H 1.503008 -2.333496 0.796175 -0.09 0.13 -0.10 0.40
H 3.375118 -1.811176 1.898371 0.00 -0.10 0.05 0.20
H 5.130224 -0.172914 2.410391 0.05 -0.02 0.06 0.21
H 5.202715 1.987285 1.274667 0.05 0.09 0.00 0.22
H 5.361508 3.385168 -0.624072 -0.04 0.01 0.02 0.18
H 4.100315 4.569744 -1.043992 0.06 -0.03 0.07 0.20



Entry 2:
25
Properties=species:S:1:pos:R:3:forces:R:3:nbo_charge:R:1 method="wB97M-V/def2-TZVPD" smiles="COC1(C2=[NH+]CC(=O)N2)CCC1" gap_ev=9.694 total_charge=+1 e_tot_ha=-572.32235 homo_energy_ev=-13.90 relative_energy_kcal_mol=58.8
C 0.698079 0.219577 0.552793 -0.98 2.37 -2.19 0.60
C 1.450184 0.301077 2.677857 1.86 -0.59 1.54 0.66
C 1.926623 1.552554 1.994147 1.10 1.42 -0.88 -0.36
C -1.939470 -1.279497 0.082907 -0.30 -0.04 1.41 -0.41
C -1.648944 0.237708 -0.155876 1.29 -0.48 4.27 -0.40
C -0.660042 -1.577894 -0.695295 0.28 -1.11 -0.35 -0.45
C -0.212924 -0.114153 -0.647580 0.58 0.58 0.62 0.22
C -0.036631 0.164139 -3.034855 0.90 0.72 -1.70 -0.28
N 0.919790 -0.484212 1.633595 -1.96 -2.96 2.94 -0.61
N 1.191140 1.458226 0.665620 0.55 -2.10 2.44 -0.50
O 1.574268 -0.085222 3.818074 -0.51 0.85 -1.90 -0.45
O 0.314683 0.631893 -1.741028 -0.74 -0.41 1.12 -0.53
H 1.775133 2.435255 2.656774 -0.45 -0.37 -0.94 0.29
H 3.051602 1.582594 1.753737 -1.55 -0.54 0.57 0.28
H -2.048649 -1.687238 1.179445 0.50 1.09 -2.03 0.22
H -2.791787 -1.645700 -0.455873 -0.59 -0.07 0.00 0.24
H -2.167691 0.705082 -0.891025 -1.78 1.19 -2.28 0.24
H -1.690344 0.893853 0.785887 0.00 -0.78 -1.39 0.21
H -0.007908 -2.339231 -0.300619 0.54 -0.14 0.21 0.23
H -0.938940 -1.938004 -1.685773 0.26 0.33 -0.09 0.25
H 0.208995 0.981663 -3.799834 -1.19 -0.75 1.36 0.23
H -0.995372 -0.365666 -3.156856 -0.01 0.98 0.23 0.19
H 0.696781 -0.545759 -3.328670 0.73 -1.12 -0.09 0.19
H 0.321145 -1.275977 2.083663 1.35 1.32 -2.01 0.48
H 1.010281 2.174932 0.008785 0.12 0.63 -0.82 0.46